# 1
Density functional theory data (ωB97M-V/def2-TZVPD) for 8 unconnected molecules or ions with the total composition C42H79F24O20P4 at a distorted geometry.

Calculated total energy = -6914.985455 hartree
E_LUMO = 1.415 eV
Net charge = -1

Element x y z (Å)
C -2.79373 -2.30890 7.30471
C -3.96728 -1.89672 6.40207
C -4.56782 -0.49800 6.62364
O -3.84891 -2.26259 5.08129
H -2.00774 -1.57853 7.11265
H -2.42290 -3.29757 7.03431
H -2.97230 -2.27808 8.37954
H -4.64702 -2.60446 6.87657
H -4.43459 -0.22951 7.67161
H -5.60710 -0.37166 6.32027
H -4.00253 0.30353 6.14813
C -10.44393 3.68701 11.40021
C -10.86788 5.15255 11.69924
O -12.20300 5.45900 11.35459
P -13.36277 5.41866 12.55835
O -13.19261 4.25340 13.49078
O -13.35907 6.89150 13.32645
C -14.46083 7.20031 14.10968
C -14.19799 8.38895 15.08329
O -14.75986 5.42556 11.73077
C -15.01286 4.38562 10.77298
C -16.47521 4.39112 10.46885
H -9.42493 3.41428 11.67476
H -11.02403 2.96379 11.97337
H -10.58407 3.29084 10.39447
H -10.69692 5.44822 12.73435
H -10.22471 5.79685 11.09981
H -15.35577 7.46181 13.54506
H -14.67467 6.28781 14.66619
H -14.11301 9.34622 14.56899
H -14.89197 8.39680 15.92379
H -13.20208 8.16133 15.46333
H -14.34103 4.42458 9.91552
H -14.80402 3.46977 11.32588
H -17.05629 4.35129 11.39018
H -16.76434 5.33456 10.00579
H -16.79766 3.53328 9.87874
C -10.14404 -4.18230 9.20804
C -11.16970 -3.54381 8.24487
O -10.55922 -3.42116 6.99979
P -10.92229 -4.39469 5.77116
O -10.10844 -4.13536 4.58929
O -10.81702 -5.88471 6.49125
C -11.37608 -7.06842 5.90836
C -11.88415 -7.84768 7.09747
O -12.49173 -4.17115 5.61131
C -13.01174 -3.05924 4.90653
C -13.39055 -1.98017 5.91044
H -10.27427 -5.26399 9.17519
H -9.16507 -3.83196 8.88094
H -10.35153 -3.84902 10.22488
H -12.11515 -4.08516 8.21064
H -11.32883 -2.52097 8.58631
H -12.17430 -6.79830 5.21699
H -10.55823 -7.67979 5.52699
H -12.26432 -8.82696 6.80661
H -11.06688 -8.01443 7.79915
H -12.72181 -7.38824 7.62220
H -12.36271 -2.63551 4.14016
H -13.92524 -3.39638 4.41666
H -14.11234 -1.21934 5.61335
H -13.66631 -2.32102 6.90838
H -12.44896 -1.48236 6.14218
C 2.32343 -0.76810 2.73368
C 1.33263 -1.67029 1.98198
O 1.56735 -1.56551 0.55446
P 0.53254 -0.78029 -0.39941
O -0.81391 -1.35150 -0.40789
O 1.24373 -0.86425 -1.82760
C 0.57726 -0.59329 -3.05042
C 1.60250 -0.15446 -4.13083
O 0.65004 0.79656 -0.02945
C 0.11482 1.31985 1.15418
C -1.15795 2.05706 0.89457
H 1.78121 -0.29192 3.55061
H 3.18599 -1.27538 3.16583
H 2.65766 0.04266 2.08633
H 1.43659 -2.74402 2.13819
H 0.28156 -1.54100 2.24014
H 0.06619 -1.49980 -3.37467
H -0.15708 0.19904 -2.90530
H 1.21102 -0.12836 -5.14776
H 1.99803 0.84072 -3.92769
H 2.43876 -0.85316 -4.15516
H -0.17539 0.63958 1.95488
H 0.92554 1.91622 1.57270
H -1.56387 2.75420 1.62760
H -1.09066 2.67214 -0.00279
H -1.98844 1.41846 0.59358
C 6.78858 -6.03070 12.44482
C 6.90109 -4.54439 12.60744
O 7.25772 -3.95483 11.34779
P 6.13688 -3.13584 10.50087
O 5.51876 -1.91836 11.14800
O 5.02376 -4.32377 10.21814
C 3.67989 -3.96735 10.17654
C 2.77715 -5.15518 10.21542
O 6.78809 -2.81162 9.08924
C 7.65471 -1.73544 8.90807
C 7.73037 -1.70943 7.36459
H 7.57688 -6.48345 11.84341
H 6.70546 -6.48589 13.43173
H 5.85671 -6.32346 11.96107
H 5.99749 -4.03194 12.93759
H 7.74738 -4.45008 13.28788
H 3.36870 -3.39182 11.04834
H 3.47171 -3.33864 9.31082
H 1.75403 -4.82109 10.38775
H 2.86144 -5.67076 9.25877
H 2.90583 -5.81335 11.07469
H 7.34933 -0.76592 9.30160
H 8.62259 -1.96522 9.35363
H 6.87051 -1.29249 6.84030
H 8.57027 -1.10191 7.02755
H 7.90107 -2.67463 6.88779
C -11.87313 7.36639 4.50375
C -11.76594 8.88337 4.17834
C -12.98667 9.56512 4.86882
F -12.97487 9.25758 6.16209
F -12.91347 10.89838 4.91890
F -10.66846 9.35095 4.78798
F -11.71884 9.19309 2.87794
O -10.93049 6.58413 3.83677
C -11.11144 5.14523 3.84925
C -9.92980 4.43973 3.07391
F -8.74127 5.03597 3.24660
F -9.95207 3.11331 3.37574
F -11.04625 4.82272 5.17808
F -12.33513 4.79065 3.36885
H -12.79233 7.05983 4.00457
H -11.94382 7.13079 5.56563
H -13.96813 9.28824 4.48389
H -10.15511 4.52481 2.01085
C 1.56128 3.54491 9.64406
C 2.41051 4.17615 8.50813
C 3.05753 5.47060 8.94394
F 3.79886 5.33352 10.02620
F 3.83834 6.01480 7.99009
F 3.37592 3.26778 8.15226
F 1.64020 4.41738 7.43794
O 0.54660 4.49685 9.96823
C -0.27881 4.28477 11.12478
C -1.05029 5.57755 11.36803
F -2.04223 5.56967 12.28574
F -0.27003 6.67561 11.46962
F -1.13286 3.29475 10.81027
F 0.49692 3.93717 12.18355
H 2.10305 3.30698 10.55947
H 1.16431 2.56361 9.38417
H 2.27111 6.21605 9.06196
H -1.52579 5.74885 10.40229
C -2.45352 -10.36493 2.03568
C -2.72119 -9.40716 3.20096
C -4.25973 -9.01777 3.24975
F -4.63724 -8.49121 2.10800
F -5.02988 -10.04694 3.49769
F -2.28487 -9.80766 4.39436
F -2.08297 -8.27925 3.04347
O -3.31107 -11.50534 2.10571
C -2.81978 -12.83946 2.18864
C -4.00547 -13.83847 2.29145
F -4.85837 -13.57339 1.25965
F -3.69548 -15.12581 2.34759
F -2.08244 -13.14216 1.15449
F -2.13342 -12.95548 3.27843
H -1.41853 -10.70568 2.00739
H -2.60072 -9.90537 1.05831
H -4.50027 -8.41372 4.12460
H -4.48328 -13.58495 3.23778

Atomic partial charges in e from the Mulliken method, atoms 1 to 4: number 1, C, carries -1.289; number 2, C, carries 0.639; number 3, C, carries -1.182; number 4, O, carries -0.924

# 2
Density functional theory data (ωB97M-V/def2-TZVPD) for 6 unconnected molecules or ions with the total composition C42H80FIN2O11PS6Si at a distorted geometry.

Calculated total energy = -6002.181406 hartree
E_LUMO = -3.274 eV
Net charge = +1

Element x y z (Å)
C -1.30784 -0.19285 -1.72665
Si -1.73545 -1.46592 -3.14989
C -1.53085 -0.43381 -4.80896
C -0.62350 -3.03589 -3.08702
C 0.24640 -3.02631 -1.69280
C 1.41680 -4.19258 -1.61710
C 2.29284 -4.13803 -0.19716
C 1.62121 -3.17882 0.94916
C 2.44100 -3.13700 2.37722
C 1.96508 -1.90310 3.38121
C 0.37646 -1.98581 3.81741
C -0.33603 -0.55174 4.11779
P -1.22619 -0.91246 5.81305
N -2.25432 -2.36648 5.70320
O 0.00436 -1.24781 7.04989
C 0.61061 0.75299 4.55741
C -0.27877 2.01926 4.02017
C 0.34320 3.53166 3.99469
C 1.86110 3.65909 3.39079
F 1.72102 4.36780 2.06360
C -0.85598 1.33388 2.63922
I 0.71258 1.02580 1.09374
N -1.40576 0.01176 3.21776
S -2.34469 -1.02011 2.17084
C -3.63530 -1.81942 -2.96863
C -4.15230 -2.13602 -1.40982
C -5.72490 -2.41511 -1.01475
C -6.83400 -2.38091 -2.23181
C -6.30936 -2.08163 -3.77041
C -4.73356 -1.79431 -4.18894
H -2.23630 0.50944 -1.51723
H -0.33406 0.42657 -1.93745
H -1.16041 -0.81787 -0.72141
H -1.88154 -1.05088 -5.73926
H -2.17103 0.55347 -4.62444
H -0.40576 -0.10688 -4.82580
H 0.17057 -2.94109 -3.97387
H -1.20009 -4.04851 -3.26893
H -0.54883 -3.13956 -0.81018
H 0.82628 -1.99116 -1.57323
H 0.95553 -5.27781 -1.78240
H 2.21203 -3.92412 -2.46541
H 3.42737 -3.83540 -0.39668
H 2.29886 -5.24482 0.24750
H 0.54755 -3.63576 1.20139
H 1.46076 -2.05755 0.62466
H 2.43721 -4.19056 2.92958
H 3.57967 -2.92375 2.10464
H 2.28779 -0.88408 2.90584
H 2.57911 -1.99375 4.40100
H 0.36415 -2.59493 4.84457
H -0.15484 -2.67426 3.03706
H -3.26134 -2.05905 5.60273
H -1.97841 -3.00927 4.92872
H -0.53881 -1.59856 7.82565
H 1.74839 0.72882 4.28675
H 0.62907 0.91328 5.72148
H -1.11556 2.09724 4.86525
H -0.40090 4.18923 3.33215
H 0.38366 3.91946 5.10701
H 2.56524 4.26954 4.10271
H 2.35095 2.59674 3.17904
H -1.68460 1.95716 2.07869
H -2.14746 0.37329 3.89129
H -3.35013 -0.16262 1.62436
H -3.35142 -2.12390 -0.52512
H -5.99919 -2.61326 0.11333
H -7.96334 -2.55339 -1.93391
H -7.14803 -2.04167 -4.61182
H -4.36303 -1.57528 -5.27698
C -3.03116 1.87265 9.18913
C -3.50597 2.10527 10.62268
C -3.38188 0.77747 11.36807
S -2.05990 -0.12153 10.57069
O -2.61826 -1.29989 9.94152
O -0.92027 -0.18549 11.46376
C -1.73114 1.09110 9.30694
H -2.88670 2.81420 8.65132
H -3.77677 1.28157 8.64405
H -2.86724 2.85783 11.10082
H -4.53373 2.48037 10.65274
H -3.13403 0.92925 12.42166
H -4.29580 0.18331 11.28211
H -1.44259 0.59484 8.37880
H -0.91753 1.73120 9.66099
C 4.81463 5.31655 -0.83931
C 3.94936 5.91309 0.26976
C 4.84635 6.81430 1.11669
S 6.14142 7.39301 0.03062
O 7.40280 6.84789 0.48657
O 5.95430 8.80759 -0.22318
C 5.61735 6.47811 -1.40602
H 4.20898 4.83228 -1.61086
H 5.49053 4.56373 -0.41639
H 3.14394 6.50889 -0.17663
H 3.48166 5.13490 0.88097
H 4.29582 7.67076 1.51407
H 5.31314 6.25917 1.93499
H 6.48667 6.15849 -1.98318
H 4.98525 7.13627 -2.00962
C -8.02999 -4.22715 -9.11654
C -9.32166 -3.42864 -9.28561
C -9.92591 -3.23424 -7.89595
S -8.55695 -3.25630 -6.74829
O -8.68432 -4.42391 -5.90177
O -8.36508 -1.92474 -6.20923
C -7.28911 -3.57297 -7.95987
H -7.42918 -4.22595 -10.03067
H -8.26875 -5.26835 -8.86887
H -9.09126 -2.45168 -9.72765
H -10.02508 -3.93384 -9.95484
H -10.45167 -2.27941 -7.81589
H -10.60053 -4.05415 -7.63458
H -6.51342 -4.20991 -7.53139
H -6.86393 -2.61019 -8.25874
C 3.56154 2.24076 -4.39419
C 4.53569 1.40547 -5.22359
C 3.97181 -0.01220 -5.30306
S 2.19820 0.14673 -5.15912
O 1.77842 -0.47956 -3.92313
O 1.58617 -0.16756 -6.43470
C 2.17643 1.91412 -4.93227
H 3.77922 3.31028 -4.46746
H 3.63237 1.95168 -3.33880
H 4.61214 1.82915 -6.23235
H 5.54069 1.40690 -4.79015
H 4.21762 -0.49014 -6.25472
H 4.32512 -0.63055 -4.47331
H 1.37304 2.19329 -4.24844
H 2.01548 2.37518 -5.91133
C 6.81593 0.92245 -0.07415
C 6.91212 -0.59167 0.10691
C 5.96763 -1.23568 -0.90663
S 5.85920 -0.09927 -2.28085
O 4.50499 0.40762 -2.35364
O 6.53570 -0.67177 -3.42761
C 6.89783 1.16452 -1.57396
H 7.61243 1.44696 0.46168
H 5.85423 1.28063 0.31223
H 7.94092 -0.91771 -0.08857
H 6.66069 -0.89388 1.12835
H 6.35065 -2.19664 -1.25931
H 4.96364 -1.36391 -0.49285
H 6.53924 2.15181 -1.87001
H 7.91550 1.00659 -1.94336

Atomic partial charges in e from the Mulliken method, atoms 1 to 4: number 1, C, carries -0.175; number 2, Si, carries 0.255; number 3, C, carries -0.544; number 4, C, carries -0.495

# 3
Density functional theory data (ωB97M-V/def2-TZVPD) for a molecular structure, C42H83BaN2O20 at a distorted geometry.

Energy relative to the best compared isomer or geometry (same formula, charge and spin) = 287.63 kcal per mole
Calculated total energy = -3288.910281 hartree
E_LUMO = -5.893 eV
Net charge = +1

Element x y z (Å)
Ba -0.60576 -6.44788 -1.87601
C 2.11153 0.49392 -1.33077
C 1.54608 -0.90534 -1.24613
O 0.37074 -1.17101 -0.98355
O 2.36654 -1.78872 -1.54297
H 2.08608 0.64021 -2.41061
H 3.12103 0.43863 -0.92342
H 1.47121 1.18748 -0.78573
C -2.28424 10.10039 -9.36248
C -0.88260 10.11783 -9.32911
C -0.14259 9.05676 -8.83554
C -0.82591 8.01143 -8.22084
C -2.23326 8.01562 -8.17428
C -2.99793 9.05944 -8.72159
N -0.06397 6.91617 -7.55393
O 1.11794 6.94967 -7.55664
O -0.76251 6.05592 -7.03833
H -2.80192 10.92626 -9.82760
H -0.44266 10.99501 -9.78012
H 0.93531 9.09240 -8.77848
H -2.86388 7.23218 -7.78067
H -4.06025 9.08927 -8.52927
C -6.27664 3.13808 -3.41823
C -7.50895 3.74667 -3.72178
C -8.48036 3.95147 -2.71169
C -8.16108 3.48555 -1.39286
C -6.90746 2.91811 -1.12035
C -6.01535 2.69035 -2.16956
N -9.11085 3.77857 -0.27856
O -10.17519 4.22258 -0.61861
O -8.81925 3.47735 0.87894
H -5.62091 2.96376 -4.25848
H -7.79594 4.06731 -4.71235
H -9.44357 4.27065 -3.08149
H -6.59901 2.64122 -0.12306
H -5.10001 2.11817 -2.13548
C -2.18623 -2.85859 -5.82485
O -2.93926 -3.49967 -4.81873
C -4.37611 -3.09073 -4.85072
C -5.18128 -4.05247 -3.96957
O -4.71576 -4.18751 -2.62278
C -5.44934 -3.38179 -1.66015
H -2.66674 -2.82699 -6.80272
H -1.28589 -3.46929 -5.75749
H -1.88898 -1.83329 -5.60464
H -4.71230 -3.26463 -5.87289
H -4.54812 -2.06422 -4.52701
H -5.27931 -5.04344 -4.41284
H -6.23174 -3.78590 -4.08617
H -6.53624 -3.44009 -1.71800
H -5.12979 -2.34385 -1.75323
H -5.12939 -3.60954 -0.64336
C 11.86706 1.11798 -0.96112
O 10.45839 1.06012 -0.91911
C 9.86376 2.27943 -0.55430
C 9.64793 3.15618 -1.75547
O 8.34681 3.02282 -2.29439
C 8.14499 2.13331 -3.36622
H 12.39714 1.95938 -1.40738
H 12.17215 0.28444 -1.59375
H 12.31713 0.79131 -0.02366
H 10.47387 2.75344 0.21458
H 8.86230 1.99235 -0.23371
H 10.41419 3.09110 -2.52794
H 9.77487 4.19024 -1.43501
H 7.11638 2.25993 -3.70390
H 8.28641 1.06042 -3.23583
H 8.83301 2.36333 -4.17975
C -1.92891 0.21305 5.86271
O -3.18497 -0.02279 6.52469
C -4.35123 0.26099 5.77161
C -5.64122 0.16061 6.57841
O -5.97691 -1.13866 7.21158
C -6.59780 -2.03594 6.24030
H -1.20281 0.70970 6.50632
H -2.03829 0.78630 4.94211
H -1.49940 -0.76415 5.64199
H -4.34814 -0.45425 4.94910
H -4.35529 1.27843 5.38057
H -6.46369 0.49626 5.94677
H -5.53399 0.83601 7.42720
H -5.87333 -2.83069 6.06245
H -6.92078 -1.62573 5.28348
H -7.51036 -2.51090 6.60050
C 10.81701 2.24305 7.46460
O 11.13237 0.87715 7.37565
C 11.05512 0.37515 6.04133
C 9.71365 -0.31063 5.69808
O 8.62115 0.54257 5.81875
C 7.42835 0.07161 5.11692
H 11.60295 2.90006 7.09211
H 10.70584 2.41053 8.53590
H 9.90104 2.49403 6.92971
H 11.84404 -0.35126 5.84629
H 11.26630 1.16620 5.32178
H 9.54201 -1.00438 6.52110
H 9.72317 -0.90534 4.78466
H 6.71877 0.89725 5.17095
H 7.03847 -0.78262 5.67045
H 7.55701 -0.05709 4.04222
C 1.80373 -6.56413 3.14615
O 0.43721 -6.91850 2.93584
C -0.42641 -6.26996 3.84900
C -1.80234 -6.98621 3.95672
O -2.13246 -7.50105 2.72534
C -3.26298 -8.43280 2.81017
H 2.35466 -7.19241 2.44626
H 2.18454 -6.85251 4.12591
H 1.98324 -5.51788 2.89869
H -0.77384 -5.33800 3.40307
H -0.04465 -6.18529 4.86644
H -2.54689 -6.30276 4.36497
H -1.49664 -7.76655 4.65365
H -3.06588 -9.17006 3.58844
H -3.47711 -8.96093 1.88102
H -4.19934 -7.94565 3.08227
C 2.62339 -9.86991 -5.32917
O 2.84463 -8.90488 -4.27043
C 4.04688 -8.98116 -3.55994
C 3.97498 -10.07854 -2.53903
O 2.79625 -9.88895 -1.75183
C 2.55453 -11.00392 -0.88416
H 1.59452 -9.86480 -5.68904
H 2.76746 -10.91813 -5.06732
H 3.26563 -9.55382 -6.15119
H 4.40562 -8.07934 -3.06382
H 4.86016 -9.17634 -4.25894
H 4.83351 -10.09047 -1.86755
H 4.04704 -11.01541 -3.09145
H 1.53756 -10.90255 -0.50526
H 3.24076 -11.00991 -0.03731
H 2.59432 -11.95525 -1.41470
C -8.85399 8.90136 2.82758
O -7.39115 8.76652 2.70485
C -6.82032 8.29031 3.90509
C -5.28971 8.15133 3.70062
O -4.82832 7.06403 2.94483
C -3.43231 6.87137 2.80626
H -9.31280 9.16061 1.87344
H -9.11477 9.75372 3.45494
H -9.33377 8.02204 3.25734
H -7.25286 7.36808 4.29304
H -7.01750 8.91047 4.77951
H -4.88327 8.21241 4.71017
H -4.99966 9.06356 3.17926
H -2.91293 7.81690 2.65030
H -3.11114 6.26685 1.95803
H -3.07214 6.35476 3.69592

Atomic partial charges in e from the Mulliken method, atoms 1 to 4: number 1, Ba, carries 1.851; number 2, C, carries -0.692; number 3, C, carries 0.591; number 4, O, carries -0.738